No. 1
{
  "formula": "C5H6O2",
  "method": "ωB97M-V/def2-TZVPD",
  "species": ["C", "O", "C", "C", "O", "C", "C", "H", "H", "H", "H", "H", "H"],
  "xyz": [[-1.42475, 1.10576, 0.72357], [-0.22482, 1.44176, 1.05180], [0.90377, 0.77994, 0.92162], [1.03895, -0.39411, 0.06522], [0.13763, -1.55390, 0.39734], [-0.29787, -1.47901, -0.90596], [0.41335, -0.43445, -1.32600], [-2.17527, 1.85159, 0.94507], [-1.64120, 0.10838, 0.37304], [1.75137, 1.32849, 1.30466], [2.07386, -0.75274, 0.10236], [-1.05731, -2.16138, -1.27419], [0.52679, 0.15263, -2.22475]],
  "fmax_ha_per_bohr": 0.0165,
  "e_tot_ha": -344.40302,
  "charge": 0,
  "multiplicity": 1,
  "de_lowest_kcal_mol": 124.8,
  "orbital_gap_ev": [7.891, 8.260],
  "homo_ha": [-0.2759, -0.2781]
}


No. 2
{
  "formula": "C4H3Li2O2",
  "method": "ωB97M-V/def2-TZVPD",
  "species": ["O", "C", "C", "C", "C", "O", "Li", "H", "H", "H", "Li"],
  "xyz": [[1.46275, 0.93926, 0.22321], [1.50465, -0.25589, -0.14813], [0.66876, -1.32004, -0.15498], [-0.80103, -1.33591, 0.61010], [-1.45355, -0.03450, 0.29173], [-2.56654, 0.47708, 0.58692], [-0.31494, -0.03898, -1.77610], [1.00804, -2.28150, -0.54262], [-0.67593, -1.46643, 1.69509], [-1.39905, -2.17608, 0.20779], [-0.11006, 1.96374, 0.65204]],
  "fmax_ha_per_bohr": 0.0811,
  "e_tot_ha": -319.65636,
  "charge": 0,
  "multiplicity": 2,
  "de_lowest_kcal_mol": 0.0,
  "orbital_gap_ev": [5.661, 5.775],
  "homo_ha": [-0.2265, -0.2309]
}


No. 3
{
  "formula": "C7H12",
  "method": "ωB97M-V/def2-TZVPD",
  "species": ["C", "C", "C", "C", "C", "C", "C", "H", "H", "H", "H", "H", "H", "H", "H", "H", "H", "H", "H"],
  "xyz": [[2.46268, 0.39499, -0.71369], [1.17963, -0.47634, -0.69472], [0.25017, -0.28744, 0.54764], [-0.54198, 1.06833, 0.73860], [-1.86550, 0.30236, 0.83455], [-2.07310, -0.47957, -0.41806], [-1.13107, -1.01084, 0.63432], [2.95849, 0.35386, -1.69515], [3.22621, 0.08504, 0.01661], [2.24034, 1.44947, -0.51767], [0.58671, -0.27242, -1.58440], [1.50708, -1.53052, -0.75504], [0.99608, -0.55134, 1.28704], [-0.47443, 1.71254, -0.14516], [-0.33659, 1.68029, 1.62629], [-2.68941, 0.52263, 1.51457], [-3.02411, -1.00042, -0.50930], [-1.68706, -0.09108, -1.35936], [-1.37157, -1.95563, 1.12177]],
  "fmax_ha_per_bohr": 0.0276,
  "e_tot_ha": -273.84803,
  "charge": 0,
  "multiplicity": 1,
  "de_lowest_kcal_mol": 38.0,
  "orbital_gap_ev": 10.752,
  "homo_ha": -0.3506,
  "smiles": "CC[C@H]1C[C@H]2C[C@@H]12"
}


No. 4
{
  "formula": "C3H4AgO4",
  "method": "ωB97M-V/def2-TZVPD",
  "species": ["O", "C", "C", "O", "O", "C", "Ag", "H", "H", "H", "O", "H"],
  "xyz": [[-1.52603, 1.09225, -0.42770], [-0.95088, 0.88653, 0.76035], [-1.54739, -0.12869, -1.09675], [-0.03508, 1.53804, 1.21998], [-1.13687, -0.40781, 1.04292], [-1.30012, -1.07914, -0.16639], [2.21010, 1.58976, 1.59224], [-2.14638, -0.16518, -2.00008], [-1.53455, -2.13620, -0.11805], [1.99678, -0.32718, -0.77458], [2.55277, -0.24621, 0.08234], [3.41763, -0.61618, -0.11426]],
  "fmax_ha_per_bohr": 0.0565,
  "e_tot_ha": -564.33431,
  "charge": 1,
  "multiplicity": 1,
  "de_lowest_kcal_mol": 35.0,
  "orbital_gap_ev": 8.544,
  "homo_ha": -0.4999
}


No. 5
{
  "formula": "C3H10OS2",
  "method": "ωB97M-V/def2-TZVPD",
  "species": ["C", "C", "S", "S", "C", "H", "H", "H", "H", "H", "H", "H", "H", "O", "H", "H"],
  "xyz": [[1.28899, 2.62298, 0.50743], [0.23920, 1.64999, 1.03792], [0.77308, 0.11201, 0.89073], [-0.34500, -0.33316, -1.38324], [-1.94518, 0.13361, -0.72491], [1.41244, 3.51898, 1.13519], [1.20100, 2.80016, -0.52829], [2.26477, 1.99716, 0.62767], [0.21978, 1.67681, 2.19937], [-0.71837, 1.85412, 0.57060], [-2.07332, 0.06639, 0.33286], [-2.32428, 1.06892, -1.22068], [-2.41105, -0.88413, -0.96663], [-0.15851, -3.61520, 0.14260], [-1.03331, -3.16226, -0.02879], [0.38308, -2.91569, -0.30454]],
  "fmax_ha_per_bohr": 0.1270,
  "e_tot_ha": -991.81240,
  "charge": 0,
  "multiplicity": 1,
  "de_lowest_kcal_mol": 62.3,
  "orbital_gap_ev": 7.492,
  "homo_ha": -0.3242,
  "smiles": "CCSSC.O"
}


No. 6
{
  "formula": "C17H29NO2",
  "method": "ωB97M-V/def2-TZVPD",
  "species": ["C", "C", "N", "O", "C", "C", "C", "C", "H", "H", "C", "H", "H", "C", "C", "H", "C", "H", "C", "C", "H", "H", "C", "H", "H", "C", "H", "C", "C", "H", "H", "H", "H", "H", "H", "H", "H", "H", "H", "H", "O", "H", "C", "H", "H", "H", "H", "H", "H"],
  "xyz": [[-2.25228, -2.04598, 1.75203], [-2.60928, -1.01923, 0.70202], [-3.87679, -0.87384, 0.38737], [-4.17649, 0.02332, -0.47650], [-3.03123, 0.48039, -0.84836], [-2.11426, -0.06781, 0.05495], [-0.69054, 0.29827, 0.17405], [-0.46705, 1.59556, 0.91551], [-1.04763, 1.31371, 1.84352], [-0.90207, 2.40101, 0.59860], [0.92151, 2.16562, 1.46558], [0.79110, 2.86971, 2.07714], [1.47414, 0.95089, 1.85433], [1.87464, 2.52062, 0.31165], [3.34325, 2.15940, 0.32833], [3.60698, 2.58412, 1.52875], [3.81399, 0.53978, 0.49246], [4.81536, 0.59970, 0.71968], [3.59769, 0.10124, -0.95045], [3.73620, -1.46843, -0.73809], [4.76690, -1.65931, -0.66519], [3.53138, -1.81371, -1.71313], [2.90582, -2.25007, 0.15346], [3.41733, -3.22107, 0.49566], [2.77572, -1.67419, 0.80331], [1.63352, -2.81531, -0.43833], [1.72418, -3.64362, -1.31518], [0.57220, -1.58835, -0.82324], [0.27112, -0.77375, 0.44772], [0.05511, -1.27350, 1.31565], [1.33105, -0.18726, 0.47828], [-0.44930, -2.25536, -1.16230], [0.91889, -1.19923, -1.66923], [1.09090, -3.60839, 0.31938], [2.43533, 0.11369, -1.19168], [4.18021, 0.63522, -1.61555], [3.31541, 0.18698, 1.09148], [3.88273, 2.71519, -0.07928], [1.49564, 1.99788, -0.62277], [1.59264, 3.63458, 0.23070], [-0.19439, 0.89083, -1.11059], [-0.66284, 0.39779, -1.70477], [-3.18338, 1.78966, -1.57467], [-3.48814, 1.39172, -2.56378], [-2.19988, 2.32749, -1.76159], [-3.62390, 2.50987, -1.22587], [-1.70608, -1.69936, 2.55407], [-1.50466, -2.90609, 1.22512], [-3.15188, -2.48497, 1.92747]],
  "fmax_ha_per_bohr": 0.3724,
  "e_tot_ha": -869.78739,
  "charge": 0,
  "multiplicity": 1,
  "de_lowest_kcal_mol": 398.3,
  "orbital_gap_ev": 9.739,
  "homo_ha": -0.3311
}